Computed, not measured: a structure of composition C38H70AlN8O2 in a non-equilibrium geometry, with ωB97M-V/def2-TZVPD.

Results
- ΔE to the lowest compared entry with this formula, charge and spin (kJ/mol) = 31.58
- E_LUMO (eV) = -6.58
- Kohn-Sham gap (eV) = 3.42
- electronic energy (eV) = -63138.46959
- total charge = +1

XYZ file:
```
119
C38H70AlN8O2, DFT ωB97M-V/def2-TZVPD
Al -0.743 -0.144 -0.554
C -1.662 -2.136 -4.255
C -1.104 -0.734 -4.725
C -2.233 0.108 -5.409
O -0.600 0.016 -3.642
H -1.567 -2.840 -5.082
H -2.680 -2.139 -3.865
H -1.128 -2.688 -3.481
H -0.383 -0.876 -5.530
H -3.017 0.391 -4.707
H -2.776 -0.512 -6.122
H -1.842 1.053 -5.786
C 2.853 -0.883 2.709
C 1.807 -1.930 2.375
C 1.381 -2.851 3.544
O 0.660 -1.312 1.814
H 3.709 -1.413 3.128
H 2.518 -0.249 3.529
H 3.322 -0.310 1.909
H 2.327 -2.548 1.644
H 0.666 -3.611 3.230
H 1.053 -2.284 4.415
H 2.213 -3.482 3.854
C -0.959 1.684 5.763
C -0.634 0.319 5.115
C -1.822 -0.385 4.425
C -2.248 0.173 3.126
N -2.607 0.605 2.051
H -1.757 1.456 6.469
H -1.126 2.379 4.939
H -0.191 2.085 6.426
H -0.224 -0.374 5.849
H 0.232 0.422 4.461
H -2.604 -0.638 5.141
H -1.426 -1.388 4.267
C 5.458 -2.189 -0.039
C 4.944 -2.207 -1.473
C 4.529 -0.899 -2.142
C 3.389 -0.236 -1.546
N 2.555 0.331 -0.985
H 6.510 -1.929 -0.159
H 5.430 -3.169 0.436
H 4.997 -1.469 0.637
H 4.054 -2.825 -1.348
H 5.626 -2.775 -2.106
H 4.318 -1.124 -3.188
H 5.321 -0.158 -2.253
C 2.010 -5.586 0.731
C 1.434 -6.201 -0.553
C 1.621 -5.231 -1.701
C 0.977 -3.919 -1.546
N 0.473 -2.919 -1.403
H 3.000 -5.149 0.596
H 2.246 -6.260 1.555
H 1.451 -4.720 1.085
H 0.364 -6.382 -0.452
H 1.984 -7.121 -0.750
H 1.306 -5.719 -2.623
H 2.666 -5.025 -1.933
C -2.176 -4.054 3.758
C -1.693 -5.234 2.888
C -2.473 -5.272 1.562
C -2.336 -4.037 0.761
N -2.140 -3.021 0.223
H -1.471 -4.045 4.589
H -3.172 -4.301 4.128
H -2.048 -3.072 3.302
H -1.740 -6.138 3.496
H -0.635 -5.155 2.636
H -3.529 -5.511 1.689
H -2.005 -6.109 1.045
C -3.716 5.268 2.164
C -2.667 5.877 1.301
C -2.498 5.265 -0.041
C -2.567 3.774 -0.145
N -2.588 2.628 -0.250
H -4.711 5.268 1.720
H -3.755 5.721 3.155
H -3.462 4.219 2.312
H -1.751 6.071 1.860
H -2.941 6.912 1.094
H -1.539 5.579 -0.452
H -3.340 5.586 -0.655
C 2.245 5.066 2.503
C 3.186 3.945 1.937
C 2.673 2.512 2.165
C 1.289 2.321 1.786
N 0.173 2.174 1.450
H 1.277 4.931 2.020
H 2.573 6.045 2.155
H 2.095 5.166 3.578
H 4.182 4.003 2.378
H 3.440 4.020 0.879
H 2.691 2.301 3.234
H 3.225 1.809 1.541
C -3.909 3.460 -3.273
C -5.080 2.570 -3.589
C -5.540 1.591 -2.573
C -4.623 0.488 -2.118
N -3.957 -0.373 -1.738
H -3.791 4.122 -4.131
H -2.979 2.913 -3.118
H -4.005 4.086 -2.386
H -4.887 1.989 -4.491
H -5.953 3.162 -3.865
H -6.316 0.932 -2.962
H -6.009 2.134 -1.752
C 3.470 2.523 -3.693
C 2.275 1.986 -4.563
C 1.076 2.931 -4.388
C 0.505 2.766 -3.057
N 0.057 2.673 -1.992
H 4.309 1.835 -3.797
H 3.152 2.530 -2.650
H 3.828 3.474 -4.089
H 2.073 0.940 -4.330
H 2.551 1.993 -5.617
H 0.231 2.701 -5.037
H 1.359 3.983 -4.419
```

Computed, not measured: a cluster of 10 separate species, C38H70F2O22S8 in total in a non-equilibrium geometry, with ωB97M-V/def2-TZVPD.

Results
- ΔE to the lowest compared entry with this formula, charge and spin (kJ/mol) = 0.00
- E_LUMO (eV) = -0.29
- Kohn-Sham gap (eV) = 9.44
- SMILES string = O=C1OC[C@@H](F)O1.O=C1OC[C@@H](F)O1.O=S1(=O)CCCC1.O=S1(=O)CCCC1.O=S1(=O)CCCC1.O=S1(=O)CCCC1.O=S1(=O)CCCC1.O=S1(=O)CCCC1.O=S1(=O)CCCC1.O=S1(=O)CCCC1
- electronic energy (eV) = -177701.51453
- total charge = 0

XYZ file:
```
140
C38H70F2O22S8, DFT ωB97M-V/def2-TZVPD
O 1.602 3.971 1.285
C 1.395 4.558 2.288
O 1.769 5.826 2.554
C 1.426 6.136 3.914
C 0.386 5.065 4.229
F -0.859 5.558 3.945
O 0.681 4.037 3.336
H 2.301 6.157 4.558
H 0.941 7.110 3.922
H 0.407 4.741 5.266
O 2.496 -2.048 -0.034
C 1.807 -1.099 -0.183
O 2.044 0.136 0.319
C 0.983 1.003 -0.046
C 0.175 0.191 -1.046
F 0.549 0.515 -2.325
O 0.576 -1.129 -0.780
H 0.407 1.434 0.766
H 1.333 1.870 -0.616
H -0.907 0.249 -0.954
O 3.289 -3.036 -5.769
S 2.501 -3.103 -4.565
O 3.078 -3.616 -3.349
C 1.727 -1.512 -4.278
C 0.316 -1.588 -4.871
C 0.211 -2.865 -5.744
C 0.961 -3.929 -4.961
H 2.359 -0.700 -4.640
H 1.725 -1.344 -3.205
H -0.386 -1.653 -4.037
H 0.079 -0.695 -5.448
H 0.613 -2.680 -6.736
H -0.839 -3.155 -5.800
H 1.218 -4.843 -5.492
H 0.442 -4.137 -4.025
O 6.538 -7.134 -0.052
S 6.687 -5.746 -0.406
O 7.953 -5.304 -0.932
C 5.358 -5.202 -1.466
C 4.479 -4.282 -0.636
C 4.669 -4.669 0.824
C 6.156 -4.794 1.005
H 4.864 -6.084 -1.874
H 5.780 -4.679 -2.323
H 4.813 -3.248 -0.771
H 3.462 -4.246 -1.013
H 4.138 -5.619 0.962
H 4.180 -3.962 1.495
H 6.550 -5.198 1.930
H 6.569 -3.792 0.834
O 5.376 3.144 -3.030
S 4.201 2.814 -2.270
O 3.296 1.838 -2.822
C 4.644 2.495 -0.567
C 4.814 3.892 0.033
C 4.117 4.972 -0.840
C 3.261 4.302 -1.890
H 5.530 1.866 -0.572
H 3.806 1.951 -0.134
H 4.395 3.900 1.039
H 5.863 4.162 0.132
H 4.918 5.488 -1.380
H 3.642 5.742 -0.237
H 3.057 4.812 -2.825
H 2.346 3.851 -1.492
O -0.712 0.420 2.550
S -1.802 0.584 3.479
O -2.216 -0.555 4.260
C -1.545 1.961 4.630
C -2.538 3.016 4.175
C -3.767 2.309 3.641
C -3.248 1.281 2.659
H -0.488 2.194 4.696
H -1.898 1.545 5.577
H -2.732 3.818 4.885
H -2.069 3.541 3.335
H -4.454 3.029 3.202
H -4.298 1.796 4.452
H -2.815 1.832 1.818
H -3.873 0.488 2.266
O -6.011 -4.177 1.471
S -4.727 -4.247 0.843
O -4.359 -5.428 0.101
C -4.457 -2.825 -0.240
C -3.097 -2.299 0.190
C -3.103 -2.391 1.713
C -3.435 -3.838 2.038
H -5.228 -2.094 0.013
H -4.581 -3.187 -1.257
H -2.316 -2.981 -0.177
H -2.823 -1.326 -0.217
H -3.844 -1.689 2.110
H -2.159 -2.057 2.140
H -3.752 -4.091 3.042
H -2.573 -4.419 1.705
O -1.123 3.427 -0.571
S -2.048 4.406 -0.068
O -2.941 4.021 1.001
C -1.246 5.992 0.278
C -1.920 7.050 -0.588
C -2.387 6.310 -1.859
C -3.070 5.067 -1.364
H -0.230 5.830 -0.093
H -1.220 6.181 1.347
H -2.787 7.446 -0.058
H -1.215 7.832 -0.853
H -1.506 6.125 -2.484
H -3.028 6.933 -2.483
H -3.395 4.313 -2.081
H -3.999 5.369 -0.869
O -4.953 2.493 -2.686
S -4.344 1.261 -2.247
O -3.959 1.136 -0.864
C -5.320 -0.190 -2.690
C -4.659 -0.823 -3.900
C -3.148 -0.582 -3.752
C -2.986 0.882 -3.367
H -6.363 0.107 -2.795
H -5.273 -0.800 -1.789
H -4.799 -1.905 -3.828
H -5.102 -0.498 -4.837
H -2.587 -0.791 -4.660
H -2.781 -1.223 -2.946
H -3.224 1.499 -4.236
H -2.053 1.216 -2.918
O 0.743 -4.806 5.826
S -0.160 -4.649 4.718
O -1.579 -4.788 4.910
C 0.179 -3.085 3.884
C 0.507 -3.460 2.430
C 1.273 -4.783 2.509
C 0.371 -5.683 3.343
H 1.106 -2.717 4.330
H -0.622 -2.389 4.117
H -0.428 -3.583 1.873
H 1.034 -2.623 1.973
H 2.239 -4.616 2.985
H 1.363 -5.226 1.517
H 0.815 -6.597 3.734
H -0.530 -5.991 2.811
```

Computed, not measured: a cluster of 7 separate species, C38H71F10N3O7S2 in total, with ωB97M-V/def2-TZVPD.

Results
- E_LUMO (eV) = -0.03
- Kohn-Sham gap (eV) = 8.31
- SMILES string = CCN(CCc1cnc2cc(S)c(CCC(F)(F)C(F)(F)S(F)(F)(F)(F)F)c(CCF)c2n1)C(C)=O.CC(C)O.CC(C)O.CC(C)O.CC(C)O.CC(C)O.CC(C)O
- electronic energy (eV) = -108204.91097
- total charge = 0

XYZ file:
```
131
C38H71F10N3O7S2, DFT ωB97M-V/def2-TZVPD
C 5.252 -1.945 4.007
C 6.319 -0.865 3.834
N 5.739 0.415 3.368
C 6.033 1.587 4.196
C 4.749 2.328 4.635
C 3.765 2.383 3.508
C 3.988 3.299 2.430
N 3.239 3.342 1.369
C 2.205 2.453 1.323
C 1.375 2.424 0.199
C 0.366 1.505 0.115
S -0.651 1.548 -1.333
C 0.106 0.590 1.179
C -1.009 -0.426 1.079
C -0.523 -1.884 1.061
C -0.069 -2.441 -0.267
F 0.584 -3.622 -0.088
F 0.821 -1.577 -0.831
C -1.095 -2.694 -1.423
F -0.445 -3.316 -2.408
F -1.555 -1.535 -1.882
S -2.631 -3.757 -0.999
F -3.178 -2.560 -0.104
F -3.386 -3.176 -2.268
F -2.131 -4.986 -1.868
F -1.914 -4.391 0.268
F -3.930 -4.576 -0.633
C 0.859 0.669 2.325
C 0.550 -0.130 3.570
C 0.078 0.788 4.680
F -1.011 1.537 4.214
C 1.948 1.573 2.392
N 2.756 1.557 3.491
C 6.079 0.636 1.984
C 5.081 0.093 1.001
O 7.095 1.196 1.645
H 5.698 -2.938 3.934
H 4.762 -1.872 4.977
H 4.505 -1.860 3.220
H 7.068 -1.219 3.120
H 6.843 -0.702 4.774
H 6.588 1.297 5.087
H 6.665 2.291 3.653
H 5.046 3.349 4.884
H 4.290 1.854 5.499
H 4.829 3.985 2.487
H 1.550 3.135 -0.595
H 0.339 1.574 -2.232
H -1.656 -0.206 0.235
H -1.629 -0.313 1.969
H -1.274 -2.531 1.495
H 0.360 -1.969 1.699
H -0.270 -0.826 3.385
H 1.416 -0.703 3.902
H 0.856 1.484 4.983
H -0.256 0.227 5.555
H 4.066 0.132 1.387
H 5.314 -0.961 0.818
H 5.171 0.624 0.056
C 4.694 1.027 -3.826
C 3.191 1.048 -3.599
C 2.427 1.312 -4.887
O 2.847 2.008 -2.600
H 5.033 1.996 -4.202
H 5.220 0.829 -2.891
H 4.974 0.262 -4.552
H 2.875 0.090 -3.181
H 2.700 2.290 -5.294
H 1.352 1.316 -4.704
H 2.648 0.555 -5.640
H 3.107 2.880 -2.919
C -1.902 6.739 -0.798
C -1.460 6.049 -2.080
C -2.640 5.771 -2.996
O -0.772 4.837 -1.783
H -2.606 6.104 -0.253
H -1.043 6.927 -0.152
H -2.397 7.689 -1.008
H -0.731 6.675 -2.598
H -3.349 5.108 -2.494
H -2.315 5.284 -3.916
H -3.171 6.689 -3.257
H -1.385 4.244 -1.332
C 0.213 -7.533 -0.719
C 0.948 -8.476 -1.658
C 0.176 -8.702 -2.947
O 1.225 -9.718 -1.011
H -0.755 -7.955 -0.434
H 0.788 -7.378 0.194
H 0.038 -6.563 -1.188
H 1.929 -8.059 -1.893
H -0.794 -9.161 -2.734
H 0.722 -9.374 -3.608
H -0.002 -7.762 -3.473
H 0.382 -10.124 -0.785
C -0.705 6.672 4.849
C -0.175 5.740 3.771
C -1.275 5.272 2.831
O 0.493 4.621 4.351
H -1.448 6.154 5.462
H 0.103 6.998 5.505
H -1.178 7.553 4.414
H 0.596 6.255 3.194
H -2.033 4.711 3.386
H -0.867 4.612 2.065
H -1.765 6.115 2.340
H -0.154 4.129 4.869
C -6.483 3.919 -2.232
C -5.520 3.656 -1.085
C -6.039 2.585 -0.139
O -5.238 4.863 -0.376
H -7.441 4.278 -1.845
H -6.083 4.684 -2.898
H -6.666 3.013 -2.811
H -4.556 3.339 -1.490
H -6.984 2.904 0.310
H -5.327 2.411 0.668
H -6.211 1.643 -0.662
H -6.064 5.182 0.003
C -3.646 -8.027 -4.023
C -4.683 -7.246 -4.814
C -5.513 -6.343 -3.916
O -5.522 -8.130 -5.556
H -4.139 -8.675 -3.291
H -3.058 -8.663 -4.685
H -2.969 -7.360 -3.487
H -4.180 -6.640 -5.569
H -6.060 -6.937 -3.178
H -6.245 -5.788 -4.502
H -4.884 -5.631 -3.379
H -5.990 -8.688 -4.925
```